Entry 1
DFT (ωB97M-V with the def2-TZVPD basis set) results for a single C5H8ClNO molecule.

Output
- structure (SMILES) = O[C@H]1[C@H](Cl)CN2C[C@@H]12
- gap between HOMO and LUMO (eV) = 10.41

Element x y z (Å)
1 O 1.235 -0.427 1.697
2 C 0.335 -0.980 0.768
3 C -1.034 -0.223 0.956
4 Cl -2.468 -1.234 0.807
5 C -1.024 0.938 -0.177
6 N 0.383 0.883 -0.466
7 C 1.326 0.419 -1.476
8 C 0.595 -0.575 -0.657
9 H 1.344 0.483 1.393
10 H 0.221 -2.042 0.946
11 H -1.064 0.163 1.962
12 H -1.381 1.880 0.247
13 H -1.705 0.644 -1.014
14 H 2.298 0.739 -1.160
15 H 1.109 0.437 -2.551
16 H -0.170 -1.105 -1.276

Entry 2
DFT (ωB97M-V with the def2-TZVPD basis set) results for a single C5H8ClNO molecule.

Output
- structure (SMILES) = CCN(C=O)/C=C\Cl
- gap between HOMO and LUMO (eV) = 9.64

Element x y z (Å)
1 C 1.291 -1.011 -0.861
2 C 0.109 -0.101 -1.105
3 N -0.183 0.766 0.043
4 C 0.266 2.068 0.025
5 O 0.108 2.947 0.851
6 C -0.860 0.287 1.166
7 C -1.391 -0.913 1.526
8 Cl -1.623 -2.352 0.506
9 H 1.390 -1.682 -1.755
10 H 1.160 -1.631 0.013
11 H 2.231 -0.462 -0.748
12 H 0.248 0.530 -1.993
13 H -0.804 -0.697 -1.255
14 H 0.899 2.240 -0.890
15 H -1.052 1.050 1.941
16 H -1.789 -1.038 2.537

Question: which arrangement is favored energetically? Ranking from most to least stable: entry 2, entry 1.

Entry 1
DFT (ωB97M-V with the def2-TZVPD basis set) results for 2 unconnected molecules or ions with the total composition C5H14N2S.

Output
- gap between HOMO and LUMO (eV) = 5.66

Element x y z (Å)
1 N -2.623 1.131 0.122
2 C -1.629 0.101 0.331
3 C -1.339 0.037 1.838
4 S -0.807 -2.830 2.108
5 C -0.421 0.333 -0.588
6 N 0.853 0.099 0.037
7 C 2.120 0.409 -0.588
8 C 2.662 -0.611 -1.577
9 H -3.259 1.453 0.823
10 H -1.354 -1.053 2.095
11 H -2.832 1.411 -0.818
12 H -2.074 -0.858 0.044
13 H -2.142 0.480 2.413
14 H -0.337 0.390 2.051
15 H -0.611 -0.242 -1.509
16 H -0.419 1.380 -0.912
17 H 0.908 -0.770 0.551
18 H 2.094 1.409 -1.028
19 H 2.808 0.511 0.258
20 H 2.432 -0.395 -2.625
21 H 2.230 -1.602 -1.407
22 H 3.739 -0.784 -1.619

Entry 2
DFT (ωB97M-V with the def2-TZVPD basis set) results for a single C5H14N2S molecule.

Output
- structure (SMILES) = NCNCCCCS
- gap between HOMO and LUMO (eV) = 8.97

Element x y z (Å)
1 N 0.748 2.982 -1.109
2 C 0.548 1.863 -2.033
3 N 1.126 0.570 -1.718
4 C 0.153 -0.407 -1.112
5 C 0.881 -1.452 -0.186
6 C 0.789 -1.236 1.384
7 C -0.555 -1.465 2.205
8 S -1.958 -0.653 1.351
9 H 0.089 2.884 -0.353
10 H 1.107 3.848 -1.441
11 H -0.524 1.800 -2.348
12 H 1.031 2.062 -3.044
13 H 1.961 0.534 -1.129
14 H -0.544 0.266 -0.632
15 H -0.300 -0.901 -1.977
16 H 1.984 -1.438 -0.353
17 H 0.571 -2.416 -0.496
18 H 1.435 -2.025 1.744
19 H 1.118 -0.266 1.733
20 H -0.308 -0.956 3.111
21 H -0.657 -2.510 2.449
22 H -2.599 -0.226 2.421

Question: which arrangement is favored energetically? Ranking from most to least stable: entry 2, entry 1.

Entry 1
DFT (ωB97M-V with the def2-TZVPD basis set) results for a single C2H2N2OS2 molecule.

Output
- structure (SMILES) = S=c1[nH][nH]oc1=S
- gap between HOMO and LUMO (eV) = 8.36

Element x y z (Å)
1 S 2.543 2.318 -0.024
2 C 1.729 0.961 -0.124
3 N 0.400 0.666 -0.181
4 N 0.167 -0.776 -0.302
5 O 1.438 -1.569 -0.112
6 C 2.519 -0.759 -0.045
7 S 4.042 -1.011 0.102
8 H 0.024 1.266 -0.899
9 H -0.254 -1.087 0.575

Entry 2
DFT (ωB97M-V with the def2-TZVPD basis set) results for a single C2H2N2OS2 molecule.

Output
- structure (SMILES) = S=c1o[nH]nc1S
- gap between HOMO and LUMO (eV) = 8.09

Element x y z (Å)
1 S -0.146 1.740 1.239
2 C -0.107 0.256 0.673
3 O -0.220 -0.860 1.526
4 N -0.554 -1.920 0.702
5 N -0.256 -1.692 -0.545
6 C 0.039 -0.388 -0.654
7 S 0.571 0.396 -2.063
8 H -0.156 -2.808 1.127
9 H 1.184 1.600 -1.359

Question: which arrangement is favored energetically? Ranking from most to least stable: entry 2, entry 1.

Entry 1
DFT (ωB97M-V with the def2-TZVPD basis set) results for 2 unconnected molecules or ions with the total composition C4H11BrP.

Output
- net charge = +1
- gap between HOMO and LUMO (eV) = 9.91

Element x y z (Å)
1 C -1.104 -0.967 -0.859
2 C 1.232 -1.135 0.944
3 C -0.364 1.342 0.867
4 C 1.251 0.643 -1.453
5 P 0.255 -0.040 -0.118
6 Br 1.846 -0.588 -2.749
7 H -0.745 -1.516 -1.732
8 H -1.886 -0.270 -1.168
9 H -1.512 -1.674 -0.136
10 H 0.577 -1.550 1.713
11 H 2.030 -0.572 1.425
12 H 1.659 -1.951 0.360
13 H 0.461 1.840 1.377
14 H -1.071 0.973 1.608
15 H -0.869 2.053 0.214
16 H -0.054 1.623 -2.076
17 H 1.976 1.407 -1.204

Entry 2
DFT (ωB97M-V with the def2-TZVPD basis set) results for 2 unconnected molecules or ions with the total composition C4H11BrP.

Output
- net charge = +1
- gap between HOMO and LUMO (alpha / beta) (eV) = 9.12 / 8.99

Element x y z (Å)
1 C -0.008 -0.071 1.692
2 C -0.178 1.760 -0.375
3 C -1.516 -0.792 -0.803
4 C 1.511 -0.578 -0.864
5 P -0.004 -0.009 -0.100
6 Br 3.140 -0.037 -0.013
7 H 0.855 -0.448 2.213
8 H -1.023 -0.425 2.112
9 H 0.110 0.844 2.259
10 H -0.875 2.275 0.368
11 H -0.555 2.091 -1.267
12 H 0.696 2.321 -0.413
13 H -1.360 -0.765 -1.943
14 H -2.272 -0.211 -0.298
15 H -1.414 -1.780 -0.673
16 H 1.180 -3.026 -0.221
17 H 1.714 -1.150 -1.674

Question: which arrangement is favored energetically? Ranking from most to least stable: entry 1, entry 2.

Entry 1
DFT (ωB97M-V with the def2-TZVPD basis set) results for a single C9H9NO3 molecule.

Output
- structure (SMILES) = C=Cc1ccccc1C(=O)N(O)O
- gap between HOMO and LUMO (eV) = 9.86

Element x y z (Å)
1 C 2.142 1.499 0.581
2 C 1.430 0.529 1.139
3 C -0.048 0.316 0.866
4 C -0.780 0.464 2.063
5 C -2.093 0.203 2.054
6 C -2.629 -0.200 0.774
7 C -1.955 -0.251 -0.427
8 C -0.581 0.074 -0.332
9 C 0.291 0.145 -1.542
10 O 0.264 1.010 -2.429
11 N 1.059 -0.894 -1.758
12 O 1.749 -0.918 -2.968
13 O 1.232 -2.052 -1.096
14 H 1.950 2.476 0.086
15 H 3.236 1.336 0.880
16 H 1.691 -0.390 1.701
17 H -0.196 0.663 3.039
18 H -2.692 0.220 2.932
19 H -3.723 -0.524 0.849
20 H -2.517 -0.482 -1.262
21 H 1.181 -0.439 -3.567
22 H 0.989 -2.785 -1.583

Entry 2
DFT (ωB97M-V with the def2-TZVPD basis set) results for a single C9H9NO3 molecule.

Output
- structure (SMILES) = OC1=N[C@@](O)([C@H]2C=CC=CO2)C=C1
- gap between HOMO and LUMO (eV) = 8.63

Element x y z (Å)
1 O -3.049 1.630 -0.810
2 C -2.378 0.571 -0.373
3 N -1.258 0.187 -0.867
4 C -0.854 -0.996 -0.130
5 O -0.612 -2.086 -0.961
6 C 0.465 -0.670 0.709
7 C 1.673 -0.792 -0.175
8 C 2.112 0.287 -0.824
9 C 1.479 1.557 -0.561
10 C 0.668 1.636 0.499
11 O 0.342 0.602 1.299
12 C -1.981 -1.263 0.833
13 C -2.871 -0.277 0.708
14 H -2.602 1.983 -1.590
15 H 0.037 -1.814 -1.625
16 H 0.511 -1.390 1.531
17 H 2.130 -1.763 -0.259
18 H 2.967 0.256 -1.482
19 H 1.712 2.424 -1.152
20 H 0.241 2.565 0.856
21 H -1.977 -2.103 1.498
22 H -3.786 -0.107 1.243

Question: which arrangement is favored energetically? Ranking from most to least stable: entry 2, entry 1.

Entry 1
DFT (ωB97M-V with the def2-TZVPD basis set) results for a molecular structure, C5H6IN.

Output
- gap between HOMO and LUMO (eV) = 8.87

Element x y z (Å)
1 C -1.818 0.190 -0.494
2 C -0.991 1.148 0.213
3 C 1.435 0.199 0.725
4 C -0.824 -0.908 -0.177
5 C 0.033 0.207 0.362
6 N 2.073 -0.860 0.383
7 I -4.060 -0.081 -0.094
8 H -1.923 0.375 -1.586
9 H -1.110 2.193 0.286
10 H 1.962 0.978 1.300
11 H -1.374 -1.713 0.411
12 H -0.338 -1.371 -0.987
13 H 2.984 -0.739 0.659

Entry 2
DFT (ωB97M-V with the def2-TZVPD basis set) results for 2 unconnected molecules or ions with the total composition C5H6IN.

Output
- gap between HOMO and LUMO (eV) = 8.61

Element x y z (Å)
1 C 1.993 -0.020 1.812
2 C -0.049 0.753 1.073
3 C -0.227 0.208 -0.084
4 C -1.485 0.428 -0.818
5 C 0.606 -0.886 -0.651
6 N 3.012 -0.418 2.170
7 I -0.981 2.228 2.163
8 H -2.145 1.225 -0.466
9 H -1.801 -0.580 -0.920
10 H -1.293 0.658 -1.803
11 H 1.392 -0.655 -1.378
12 H -0.109 -1.530 -1.243
13 H 1.087 -1.412 0.144

Question: which arrangement is favored energetically? Ranking from most to least stable: entry 1, entry 2.